# 1
{
  "formula": "CH3NO2S2",
  "method": "ωB97M-V/def2-TZVPD",
  "symbols": ["C", "N", "O", "O", "S", "S", "H", "H", "H"],
  "positions_angstrom": [[-2.10, -0.46, -2.17], [-2.10, -0.71, -0.92], [-1.54, 0.08, -0.12], [-2.42, -1.97, -0.35], [2.07, 0.42, -0.33], [-2.14, -0.01, -3.66], [0.82, -0.13, -0.64], [-1.65, -2.30, 0.17], [1.48, 1.72, -0.44]],
  "e_homo_ha": -0.324,
  "de_lowest_ev": 4.9588,
  "orbital_gap_ev": 7.26,
  "multiplicity": 1,
  "charge": 0
}

# 2
{
  "formula": "C59H86BBrFI2N4O18P",
  "method": "ωB97M-V/def2-TZVPD",
  "symbols": ["C", "C", "C", "C", "C", "C", "C", "B", "O", "N", "C", "C", "C", "C", "C", "C", "P", "O", "I", "C", "O", "C", "C", "C", "C", "C", "N", "N", "N", "C", "C", "C", "F", "C", "C", "C", "C", "Br", "C", "C", "I", "C", "C", "C", "O", "H", "H", "H", "H", "H", "H", "H", "H", "H", "H", "H", "H", "H", "H", "H", "H", "H", "H", "H", "H", "H", "H", "H", "H", "H", "H", "H", "H", "H", "H", "H", "H", "H", "H", "H", "H", "H", "H", "H", "H", "H", "H", "H", "H", "O", "C", "C", "C", "C", "O", "H", "H", "H", "H", "H", "H", "O", "C", "C", "C", "C", "O", "H", "H", "H", "H", "H", "H", "O", "C", "C", "C", "C", "O", "H", "H", "H", "H", "H", "H", "O", "C", "C", "C", "C", "O", "H", "H", "H", "H", "H", "H", "O", "C", "C", "C", "C", "O", "H", "H", "H", "H", "H", "H", "O", "C", "C", "C", "C", "O", "H", "H", "H", "H", "H", "H", "O", "C", "C", "C", "C", "O", "H", "H", "H", "H", "H", "H"],
  "positions_angstrom": [[5.99, -2.50, 0.83], [7.07, -1.45, 0.24], [6.55, 0.07, 0.50], [6.32, 0.81, -0.91], [4.81, 1.26, -1.20], [3.70, 0.26, -0.63], [3.21, -1.02, -1.37], [3.86, -1.45, -2.82], [5.20, -2.06, -2.83], [3.17, -1.26, -4.13], [2.49, 0.07, -4.09], [2.18, -2.37, -4.39], [2.09, -1.97, -0.82], [1.44, -1.61, 0.54], [1.94, -0.34, 1.33], [3.07, 0.61, 0.77], [3.52, 2.11, 1.82], [5.14, 2.61, 1.56], [2.16, 3.95, 0.81], [1.23, -0.08, 2.76], [1.88, 0.23, 3.79], [-0.37, -0.29, 2.74], [-0.87, -1.55, 1.94], [-2.41, -1.88, 1.82], [-2.85, -3.15, 0.96], [-2.74, -2.90, -0.66], [-1.54, -3.60, -1.25], [-2.72, -1.44, -1.00], [-3.94, -3.57, -1.31], [-3.40, -0.91, 2.55], [-4.99, -1.25, 2.45], [-5.44, -1.01, 0.93], [-5.30, -2.57, 2.96], [-2.89, 0.35, 3.34], [-3.96, 1.30, 4.05], [-4.95, 2.06, 3.04], [-4.29, 2.47, 1.64], [-5.83, 2.94, 0.42], [-1.35, 0.70, 3.46], [-0.79, 2.00, 4.22], [-1.04, 1.75, 6.39], [-1.45, 3.39, 3.67], [-0.35, 4.59, 3.66], [0.25, -2.46, 1.21], [0.22, -3.71, 1.20], [4.96, -2.33, 0.34], [5.91, -2.42, 1.97], [6.39, -3.56, 0.56], [8.08, -1.55, 0.76], [7.23, -1.65, -0.87], [5.66, 0.13, 1.22], [7.42, 0.62, 1.02], [6.73, 0.22, -1.80], [6.95, 1.79, -0.89], [4.56, 2.33, -0.85], [4.67, 1.28, -2.35], [5.74, -1.45, -3.39], [3.21, 0.93, -3.91], [2.01, 0.24, -5.12], [1.62, 0.12, -3.33], [2.11, -2.48, -5.55], [2.46, -3.37, -3.93], [1.14, -1.99, -4.05], [1.75, -2.88, -1.40], [5.68, 2.19, 2.27], [-2.23, -4.10, 1.18], [-3.94, -3.47, 1.14], [-1.71, -3.51, -2.28], [-1.72, -4.61, -1.07], [-1.96, -1.33, -1.70], [-3.61, -1.22, -1.50], [-4.80, -3.03, -1.12], [-4.08, -4.48, -0.84], [-5.62, -0.52, 3.09], [-4.59, -0.44, 0.40], [-6.34, -0.29, 0.94], [-5.77, -1.95, 0.38], [-3.52, 2.07, 4.76], [-4.62, 0.61, 4.70], [-5.26, 3.04, 3.55], [-5.92, 1.50, 2.81], [-3.73, 1.64, 1.10], [-3.69, 3.45, 1.71], [0.34, 2.13, 4.06], [-2.26, 3.71, 4.41], [-1.81, 3.29, 2.59], [0.71, 4.23, 3.89], [-0.61, 5.36, 4.48], [-0.39, 5.10, 2.63], [7.44, 0.90, 3.17], [8.23, 1.69, 3.62], [8.47, 3.08, 3.10], [9.78, 3.45, 3.76], [9.73, 2.65, 5.04], [9.00, 1.46, 4.72], [7.65, 3.73, 3.42], [8.56, 3.08, 2.01], [9.91, 4.52, 3.93], [10.62, 3.10, 3.14], [9.20, 3.17, 5.84], [10.73, 2.38, 5.39], [-2.63, 3.86, -4.49], [-3.55, 4.45, -3.98], [-4.79, 3.81, -3.41], [-5.73, 4.99, -3.30], [-4.78, 6.15, -3.09], [-3.59, 5.80, -3.81], [-4.55, 3.38, -2.44], [-5.18, 3.05, -4.08], [-6.47, 4.89, -2.50], [-6.27, 5.13, -4.24], [-4.51, 6.28, -2.04], [-5.18, 7.09, -3.48], [6.58, -6.80, 2.49], [5.67, -6.21, 3.00], [4.42, -6.83, 3.56], [3.50, -5.63, 3.69], [4.48, -4.50, 3.92], [5.66, -4.86, 3.19], [4.65, -7.27, 4.53], [4.01, -7.57, 2.88], [2.76, -5.73, 4.49], [2.97, -5.47, 2.75], [4.74, -4.38, 4.97], [4.09, -3.54, 3.55], [0.81, -2.97, -6.79], [0.09, -2.01, -6.96], [-1.24, -2.03, -7.67], [-1.48, -0.56, -7.93], [-0.75, 0.10, -6.79], [0.36, -0.76, -6.50], [-1.99, -2.46, -7.00], [-1.18, -2.60, -8.59], [-2.54, -0.29, -7.98], [-1.02, -0.28, -8.88], [-1.37, 0.18, -5.89], [-0.38, 1.09, -7.05], [-5.65, 9.44, 0.61], [-5.33, 8.36, 1.03], [-5.16, 7.99, 2.47], [-4.39, 6.69, 2.38], [-4.86, 6.13, 1.06], [-5.11, 7.27, 0.23], [-6.15, 7.85, 2.92], [-4.60, 8.75, 3.01], [-4.57, 6.01, 3.22], [-3.32, 6.90, 2.34], [-5.78, 5.55, 1.15], [-4.09, 5.50, 0.59], [2.37, -7.74, -2.37], [3.15, -6.93, -1.95], [3.36, -5.54, -2.49], [4.67, -5.14, -1.86], [4.66, -5.92, -0.57], [3.94, -7.13, -0.86], [2.53, -4.90, -2.16], [3.42, -5.55, -3.58], [4.78, -4.07, -1.71], [5.50, -5.48, -2.49], [4.14, -5.39, 0.23], [5.67, -6.17, -0.23], [-7.47, -1.68, -2.11], [-8.39, -1.10, -1.61], [-9.63, -1.74, -1.04], [-10.57, -0.56, -0.93], [-9.62, 0.60, -0.72], [-8.44, 0.25, -1.44], [-9.39, -2.16, -0.07], [-10.02, -2.50, -1.71], [-11.31, -0.66, -0.13], [-11.11, -0.43, -1.87], [-9.36, 0.73, 0.33], [-10.03, 1.53, -1.11]],
  "smiles": "CCCCCc1c(B(O)N(C)C)cc2c(c1P(O)I)C(=O)c1c(c(CC(N)(N)N)c([C@@H](C)F)c(CCCBr)c1[C@H](I)CC)C2=O.O=C1CCCO1.O=C1CCCO1.O=C1CCCO1.O=C1CCCO1.O=C1CCCO1.O=C1CCCO1.O=C1CCCO1",
  "e_homo_ha": -0.308,
  "orbital_gap_ev": 7.30,
  "multiplicity": 1,
  "charge": 0
}

# 3
{
  "formula": "C2H2N4",
  "method": "ωB97M-V/def2-TZVPD",
  "symbols": ["C", "N", "N", "N", "C", "N", "H", "H"],
  "positions_angstrom": [[-1.63, -0.23, -0.12], [-1.02, 0.81, -0.21], [-0.15, 1.70, -0.10], [1.15, 1.05, -0.31], [1.07, -0.08, 0.16], [0.84, -1.20, 0.59], [-2.07, -0.77, -0.95], [1.82, -1.28, 0.94]],
  "e_homo_ha": -0.327,
  "de_lowest_ev": 5.5994,
  "orbital_gap_ev": 9.11,
  "multiplicity": 1,
  "charge": 0
}

# 4
{
  "formula": "C25H24HgN2O4S",
  "method": "ωB97M-V/def2-TZVPD",
  "symbols": ["C", "C", "C", "C", "C", "C", "C", "C", "C", "C", "C", "C", "O", "N", "O", "C", "C", "S", "C", "C", "C", "C", "C", "C", "N", "C", "C", "C", "C", "O", "C", "O", "H", "H", "H", "H", "H", "H", "H", "H", "H", "H", "H", "H", "H", "H", "H", "H", "H", "H", "H", "H", "H", "H", "H", "H", "Hg"],
  "positions_angstrom": [[1.39, 1.43, 4.55], [2.12, 1.60, 3.12], [1.14, 1.25, 1.87], [-0.35, 1.68, 1.87], [-1.32, 1.37, 0.64], [-2.79, 1.90, 0.74], [-2.99, 3.21, 1.63], [-4.36, 3.91, 1.82], [-5.61, 3.30, 1.10], [-5.41, 2.01, 0.21], [-4.04, 1.29, 0.01], [-0.73, 0.55, -0.58], [-1.60, 0.24, -1.69], [-1.88, -1.10, -1.61], [-2.83, -1.38, -2.28], [0.74, 0.08, -0.66], [1.66, 0.46, 0.60], [3.42, -0.08, 0.44], [3.75, 0.29, -1.37], [5.07, 0.91, -1.91], [5.12, 1.18, -3.46], [3.91, 0.84, -4.42], [2.57, 0.20, -3.87], [2.53, -0.06, -2.33], [1.25, -0.67, -1.82], [1.51, -2.12, -1.50], [0.51, -3.16, -2.23], [-0.14, -4.26, -1.25], [-0.68, -3.68, 0.15], [0.21, -4.25, 1.20], [0.38, -3.31, 2.26], [-0.56, -3.15, 3.08], [1.76, 0.46, 5.06], [0.25, 1.38, 4.49], [1.68, 2.34, 5.20], [2.95, 0.80, 3.06], [2.57, 2.64, 2.99], [-0.69, 2.27, 2.80], [-2.10, 3.68, 2.18], [-4.44, 4.85, 2.45], [-6.61, 3.84, 1.23], [-6.38, 1.61, -0.33], [-3.94, 0.38, -0.67], [5.93, 1.19, -1.20], [6.02, 1.67, -3.96], [3.92, 1.07, -5.55], [1.66, -0.03, -4.53], [2.57, -2.36, -1.90], [1.57, -2.24, -0.36], [1.13, -3.75, -3.02], [-0.30, -2.61, -2.84], [-1.07, -4.68, -1.81], [0.53, -5.19, -1.07], [-1.74, -4.03, 0.42], [-0.57, -2.54, 0.24], [1.35, -2.73, 2.43], [-8.03, 1.52, 0.39]],
  "e_homo_ha": -0.499,
  "orbital_gap_ev": 2.89,
  "multiplicity": 1,
  "charge": 2
}

# 5
{
  "formula": "C2Br2Cl2S",
  "method": "ωB97M-V/def2-TZVPD",
  "symbols": ["C", "C", "S", "Cl", "Cl", "Br", "Br"],
  "positions_angstrom": [[-0.78, -1.20, -0.22], [0.40, 1.44, 0.20], [-1.00, 0.51, -0.25], [-2.01, -2.23, 0.48], [0.76, -1.98, -0.28], [1.86, 0.66, 1.09], [0.76, 2.80, -1.01]],
  "e_homo_ha": [-0.307, -0.305],
  "de_lowest_ev": 1.9464,
  "orbital_gap_ev": [7.40, 7.18],
  "multiplicity": 1,
  "charge": 0
}

# 6
{
  "formula": "C37H57BrCl2F3N14O3",
  "method": "ωB97M-V/def2-TZVPD",
  "symbols": ["C", "C", "Cl", "C", "Cl", "N", "C", "C", "N", "C", "C", "C", "C", "Br", "C", "C", "O", "C", "F", "F", "F", "O", "C", "C", "C", "O", "N", "H", "H", "H", "H", "H", "H", "H", "H", "H", "H", "H", "H", "H", "H", "H", "H", "H", "H", "H", "H", "H", "H", "H", "H", "C", "C", "N", "H", "H", "H", "C", "C", "N", "H", "H", "H", "C", "C", "N", "H", "H", "H", "C", "C", "N", "H", "H", "H", "C", "C", "N", "H", "H", "H", "C", "C", "N", "H", "H", "H", "C", "C", "N", "H", "H", "H", "C", "C", "N", "H", "H", "H", "C", "C", "N", "H", "H", "H", "C", "C", "N", "H", "H", "H", "C", "C", "N", "H", "H", "H"],
  "positions_angstrom": [[0.49, 1.22, 0.79], [1.29, 1.14, -0.48], [2.65, 0.08, -0.50], [1.01, 1.88, -1.58], [1.90, 1.88, -3.05], [-0.12, 2.78, -1.58], [0.07, 4.17, -1.13], [-1.30, 2.34, -1.99], [-2.40, 3.18, -2.08], [-3.56, 2.30, -2.41], [-4.56, 3.01, -3.34], [-5.60, 3.87, -2.58], [-6.48, 3.07, -1.61], [-5.88, 3.18, 0.24], [-2.94, 0.92, -2.81], [-3.02, 0.59, -4.31], [-1.78, 0.02, -4.73], [-1.62, -0.14, -6.06], [-2.72, -0.60, -6.67], [-0.63, -0.98, -6.27], [-1.31, 1.03, -6.65], [-3.43, -0.09, -1.99], [-4.70, -0.69, -2.26], [-5.31, -1.09, -0.92], [-6.66, -1.79, -1.13], [-4.43, -1.94, -0.19], [-1.51, 1.05, -2.40], [0.89, 0.53, 1.54], [0.52, 2.23, 1.21], [-0.55, 0.91, 0.61], [-0.39, 4.86, -1.84], [1.15, 4.35, -1.09], [-0.37, 4.31, -0.14], [-2.22, 3.86, -2.82], [-4.05, 2.09, -1.45], [-5.09, 2.25, -3.95], [-4.01, 3.65, -4.05], [-6.27, 4.33, -3.33], [-5.10, 4.69, -2.06], [-6.51, 2.00, -1.86], [-7.51, 3.43, -1.60], [-3.83, -0.13, -4.51], [-3.23, 1.50, -4.89], [-5.38, -0.01, -2.80], [-4.56, -1.59, -2.88], [-5.47, -0.18, -0.32], [-7.36, -1.47, -0.35], [-7.10, -1.60, -2.12], [-6.52, -2.87, -1.00], [-3.51, -1.76, -0.44], [-1.30, 0.35, -1.68], [3.46, -0.98, 3.85], [2.51, 0.12, 3.79], [1.75, 0.97, 3.74], [3.22, -1.74, 3.10], [4.47, -0.64, 3.66], [3.45, -1.45, 4.83], [6.20, -3.19, 6.86], [6.26, -2.58, 5.54], [6.30, -2.08, 4.51], [5.25, -3.70, 7.00], [7.01, -3.91, 6.98], [6.29, -2.42, 7.64], [-10.25, -2.59, 0.49], [-10.64, -2.05, -0.80], [-10.92, -1.61, -1.82], [-11.10, -3.06, 1.00], [-9.47, -3.34, 0.38], [-9.88, -1.80, 1.14], [5.01, 1.97, 6.23], [4.69, 0.66, 6.77], [4.44, -0.36, 7.23], [5.10, 1.92, 5.14], [4.23, 2.67, 6.51], [5.96, 2.32, 6.63], [2.61, 2.22, 10.17], [2.72, 3.02, 8.96], [2.81, 3.63, 7.99], [1.65, 1.70, 10.18], [3.41, 1.48, 10.20], [2.68, 2.86, 11.05], [0.94, -3.28, -1.39], [-0.02, -2.30, -0.91], [-0.77, -1.50, -0.58], [0.96, -4.15, -0.74], [0.68, -3.60, -2.39], [1.94, -2.85, -1.41], [-6.33, -5.98, -3.36], [-7.27, -5.43, -2.40], [-8.02, -4.99, -1.64], [-5.77, -5.18, -3.84], [-5.64, -6.65, -2.86], [-6.87, -6.54, -4.13], [6.77, -4.63, 1.41], [5.37, -4.34, 1.72], [4.27, -4.13, 1.97], [7.29, -3.70, 1.16], [7.25, -5.08, 2.27], [6.83, -5.31, 0.56], [6.04, 1.92, -0.29], [6.57, 2.49, 0.94], [7.02, 2.94, 1.90], [6.84, 1.81, -1.03], [5.60, 0.94, -0.10], [5.27, 2.57, -0.71], [8.84, 5.53, 0.23], [8.64, 5.77, -1.19], [8.48, 5.94, -2.32], [7.96, 5.06, 0.66], [9.69, 4.87, 0.38], [9.03, 6.46, 0.76], [3.33, -3.23, -5.78], [3.07, -3.92, -4.52], [2.87, -4.47, -3.54], [3.45, -2.16, -5.60], [4.25, -3.62, -6.23], [2.51, -3.39, -6.47]],
  "e_homo_ha": -0.450,
  "orbital_gap_ev": 9.87,
  "multiplicity": 1,
  "charge": 1
}

# 7
{
  "formula": "C6H14N5",
  "method": "ωB97M-V/def2-TZVPD",
  "symbols": ["C", "C", "C", "C", "N", "N", "H", "H", "H", "H", "H", "H", "C", "C", "N", "N", "N", "H", "H", "H", "H", "H", "H", "H", "H"],
  "positions_angstrom": [[-1.70, 1.72, 1.13], [0.37, 1.12, -1.72], [-1.06, 1.72, -0.23], [-1.35, 2.44, -1.36], [0.06, 0.94, -0.46], [-0.39, 2.08, -2.28], [1.16, 0.62, -2.26], [-0.32, 2.42, -3.21], [-2.26, 2.96, -1.60], [-2.72, 1.32, 1.04], [-1.94, 2.74, 1.46], [-0.92, 1.42, 1.81], [-0.66, -1.67, 2.17], [1.16, -1.88, 0.50], [-0.08, -2.18, 0.96], [1.62, -2.69, -0.43], [1.85, -0.89, 1.03], [-0.72, -2.31, 0.20], [1.20, -3.60, -0.53], [2.51, -2.64, -0.90], [1.27, -0.11, 1.35], [2.74, -0.60, 0.64], [0.00, -1.01, 2.74], [-0.87, -2.47, 2.87], [-1.54, -1.03, 2.14]],
  "e_homo_ha": -0.430,
  "de_lowest_ev": 0.5505,
  "orbital_gap_ev": 9.05,
  "multiplicity": 1,
  "charge": 1
}

# 8
{
  "formula": "C14H13F4IN5ORh",
  "method": "ωB97M-V/def2-TZVPD",
  "symbols": ["Rh", "C", "N", "C", "C", "C", "N", "C", "C", "F", "C", "F", "C", "C", "F", "C", "F", "H", "H", "H", "H", "H", "H", "H", "H", "H", "H", "H", "I", "C", "H", "H", "O", "N", "C", "C", "N", "C", "N"],
  "positions_angstrom": [[0.31, 0.19, -1.15], [-0.79, -1.80, 0.94], [-1.21, -1.34, -0.38], [-1.46, -2.48, -1.27], [-2.37, -0.44, -0.34], [-2.08, 0.82, 0.46], [-0.79, 1.38, 0.03], [-0.48, 2.66, 0.40], [0.53, 3.35, -0.30], [1.11, 2.71, -1.34], [0.91, 4.64, -0.01], [1.88, 5.21, -0.73], [0.32, 5.34, 1.02], [-0.68, 4.70, 1.72], [-1.28, 5.34, 2.73], [-1.08, 3.41, 1.43], [-2.04, 2.87, 2.21], [-1.58, -2.37, 1.43], [-0.52, -0.95, 1.57], [0.09, -2.44, 0.82], [-2.29, -3.09, -0.89], [-0.57, -3.08, -1.34], [-1.71, -2.13, -2.27], [-3.24, -0.95, 0.09], [-2.61, -0.17, -1.37], [-2.08, 0.59, 1.53], [-2.89, 1.53, 0.28], [0.62, 6.34, 1.26], [3.19, -1.51, -1.30], [2.16, 0.00, -0.21], [2.75, 0.90, -0.34], [2.13, -0.33, 0.83], [1.03, -0.84, -2.37], [1.93, -2.95, -0.77], [2.36, -4.21, -0.61], [1.44, -5.26, -0.86], [0.69, -6.12, -1.04], [3.63, -4.59, -0.11], [4.68, -4.91, 0.26]],
  "s2": 6.037,
  "e_homo_ha": [-0.265, -0.310],
  "de_lowest_ev": 1.7997,
  "orbital_gap_ev": [6.20, 6.46],
  "multiplicity": 5,
  "charge": 0
}

# 9
{
  "formula": "C5H13OP",
  "method": "ωB97M-V/def2-TZVPD",
  "symbols": ["C", "C", "C", "C", "C", "O", "P", "H", "H", "H", "H", "H", "H", "H", "H", "H", "H", "H", "H", "H"],
  "positions_angstrom": [[1.10, -1.14, 1.33], [-0.73, 0.52, 1.38], [-1.35, -1.59, 0.16], [0.08, -0.60, -2.84], [-0.21, -0.68, 0.61], [2.36, 0.14, -1.71], [0.89, 0.32, -1.52], [0.99, -1.61, 2.34], [1.49, -1.91, 0.60], [1.71, -0.22, 1.42], [-0.85, 0.24, 2.39], [-1.50, 1.11, 0.97], [0.18, 1.26, 1.47], [-1.00, -2.34, -0.59], [-1.67, -2.12, 1.07], [-2.18, -1.05, -0.24], [-0.10, -1.65, -2.53], [-1.00, -0.11, -2.80], [0.47, -0.33, -3.84], [0.25, 1.68, -1.66]],
  "e_homo_ha": -0.301,
  "de_lowest_ev": 2.3279,
  "orbital_gap_ev": 8.61,
  "multiplicity": 1,
  "charge": 0
}

Respective electronic energy values: -1041.3091; -7508.3257; -296.2191; -1927.7632; -6542.6973; -6230.0757; -510.5979; -1697.6848; -614.8140 Eh.